8
Properties=species:S:1:pos:R:3:forces:R:3 method="wB97M-V/def2-TZVPD" homo_ev=-8.77 charge=0
C -1.020525 0.178255 0.593060 3.54 -1.29 -0.16
C 0.746880 -0.215414 0.334049 -2.60 1.58 -0.85
S -1.570030 0.186268 2.061780 -0.45 0.16 0.63
S 0.898595 -1.440113 -0.942638 -0.88 2.13 -1.66
I -2.150048 0.449787 -1.163797 0.18 0.10 0.22
I 1.452858 1.830408 -0.136959 0.06 -0.63 -0.02
H 1.392612 -0.477359 1.178233 -1.06 -0.07 0.30
H 0.249658 -0.511832 -1.923728 1.21 -1.98 1.54

35
Properties=species:S:1:pos:R:3:forces:R:3 method="wB97M-V/def2-TZVPD" smiles=CN(CCc1ccccn1)Cc1ccc(Cl)cc1Cl homo_ev=-8.26 charge=0
C -0.981922 0.461403 0.119790 -0.10 -0.05 0.07
N 0.383168 0.795253 0.448318 0.05 -0.21 0.01
C 1.136271 -0.358863 0.904774 -0.11 0.19 0.04
C 0.682060 -0.754469 2.284560 0.07 -0.01 -0.02
C 0.023011 -1.953812 2.517303 0.09 0.11 0.06
C -0.418699 -2.309252 3.779216 -0.03 0.02 0.14
C -0.200151 -1.442534 4.837345 0.10 0.05 -0.34
C 0.453676 -0.236820 4.643368 -0.01 -0.03 -0.02
C 0.886911 0.095218 3.370081 -0.23 -0.37 0.02
Cl 1.701383 1.593511 3.146780 0.25 0.32 0.10
H 0.624595 0.434933 5.469060 0.01 0.05 0.07
Cl -0.745341 -1.863111 6.419565 -0.08 -0.06 0.23
H -0.928865 -3.245214 3.940991 -0.05 -0.08 0.05
H -0.148975 -2.626142 1.689740 -0.01 -0.05 -0.12
H 2.193234 -0.081091 0.946360 -0.01 -0.05 -0.07
H 1.028121 -1.225253 0.229739 0.08 0.02 0.03
C 1.064553 1.621112 -0.517699 0.21 0.00 -0.20
H 1.982169 1.982148 -0.043481 -0.02 0.06 -0.04
C 1.440089 0.963061 -1.865351 -0.08 0.18 0.36
C 0.249133 0.707646 -2.738297 0.08 -0.34 -0.21
N -0.544372 1.746867 -2.973522 0.27 0.29 0.26
C -1.604569 1.579324 -3.741251 -0.30 -0.05 -0.22
C -1.940791 0.370809 -4.330151 0.04 -0.08 0.03
C -1.112168 -0.716312 -4.097113 -0.02 0.07 0.01
C -0.001854 -0.547919 -3.289385 -0.04 0.11 -0.03
H 0.663890 -1.374614 -3.087132 0.06 -0.04 0.04
H -1.328604 -1.679002 -4.538605 -0.02 -0.05 -0.02
H -2.817682 0.283001 -4.952224 -0.08 0.02 -0.04
H -2.212088 2.463009 -3.891484 -0.11 0.01 -0.08
H 1.990111 0.035935 -1.696414 0.07 0.01 -0.04
H 2.098676 1.661439 -2.386540 0.08 -0.05 -0.04
H 0.424814 2.479879 -0.729675 0.10 0.03 0.01
H -1.498867 1.358787 -0.212951 -0.08 0.02 -0.02
H -1.063964 -0.300577 -0.670454 -0.08 -0.01 0.02
H -1.476952 0.081651 1.014739 -0.11 -0.02 -0.03

49
Properties=species:S:1:pos:R:3:forces:R:3 method="wB97M-V/def2-TZVPD" smiles="COc1cc(C(=O)NNC(=S)NC(=O)c2ccc3c(c2)OCO3)cc(OC)c1OC" homo_ev=-8.44 charge=0
C -1.890259 1.749223 -2.891732 -0.26 0.04 -0.02
H -2.366849 0.895190 -3.381478 0.02 0.01 0.03
H -2.340855 1.908250 -1.906752 0.01 -0.03 -0.03
H -2.036624 2.639021 -3.502012 -0.05 -0.07 0.06
O -0.495418 1.581608 -2.801814 0.46 -0.15 0.02
C -0.002062 0.508547 -2.125059 0.10 -0.08 0.00
C -0.796020 -0.411005 -1.460433 -0.06 -0.06 -0.12
C -0.199603 -1.486391 -0.804785 0.54 0.26 -0.39
C 1.171940 -1.650076 -0.858687 -0.10 0.04 0.00
C 1.993093 -0.721107 -1.500510 -0.37 0.02 -0.02
C 1.406356 0.387495 -2.122968 0.05 0.17 -0.01
O 2.184342 1.318466 -2.772330 -0.37 -0.51 -0.08
C 2.123912 2.643259 -2.274005 0.04 0.30 0.14
H 1.143094 3.093067 -2.437296 0.10 -0.03 0.01
H 2.368228 2.666343 -1.206125 0.02 -0.01 -0.05
H 2.875602 3.197812 -2.833052 -0.02 0.04 0.07
O 3.312460 -1.013916 -1.417331 -0.27 -0.09 0.10
C 4.303034 -0.163355 -1.958332 0.39 0.17 -0.20
H 4.150507 0.007198 -3.024469 0.06 -0.02 0.12
H 4.334802 0.795055 -1.434398 -0.01 -0.03 -0.05
H 5.242508 -0.692829 -1.799744 -0.05 0.06 -0.01
H 1.626383 -2.496248 -0.368367 0.07 -0.08 0.07
C -0.939299 -2.441015 0.044857 -0.62 0.05 0.32
O -0.543636 -3.544155 0.358945 0.21 -0.16 0.08
N -2.139158 -1.979447 0.534163 -0.34 0.17 -0.21
N -2.721939 -2.706390 1.562684 0.58 -0.22 -0.28
C -3.308188 -2.252596 2.684833 -0.10 -0.39 -0.10
S -3.747349 -3.332338 3.850321 -0.08 -0.23 0.31
N -3.719214 -0.935517 2.801498 -0.36 0.13 0.01
C -3.194339 0.304842 2.484755 0.13 0.25 -0.17
O -3.917419 1.274546 2.563851 -0.03 0.02 0.02
C -1.766306 0.425225 2.094469 0.26 0.44 0.01
C -1.437190 1.501651 1.274321 -0.28 -0.19 0.16
C -0.129609 1.754978 0.880715 0.44 -0.10 0.13
C 0.835087 0.895180 1.348565 -0.31 -0.27 0.30
C 0.518176 -0.173019 2.198221 -0.17 0.43 -0.29
C -0.769799 -0.428963 2.594351 0.32 0.09 0.02
H -0.988537 -1.234550 3.275756 -0.04 -0.17 0.09
O 1.657434 -0.841561 2.522820 -0.39 -0.15 0.17
C 2.709501 -0.180264 1.852673 1.25 -0.35 0.08
O 2.175774 0.910409 1.122400 -0.33 0.34 -0.13
H 3.436733 0.195704 2.589117 -0.24 -0.04 -0.14
H 3.206901 -0.876356 1.161540 -0.20 0.16 0.10
H 0.119127 2.588596 0.246728 0.04 0.12 -0.13
H -2.234092 2.155086 0.953349 -0.07 0.06 -0.01
H -4.572008 -0.848497 3.347940 0.23 -0.07 -0.06
H -2.333532 -3.650156 1.589192 -0.20 0.27 0.07
H -2.437271 -1.021765 0.428387 0.15 -0.20 0.01
H -1.868422 -0.315237 -1.484770 -0.13 0.08 -0.01

11
Properties=species:S:1:pos:R:3:forces:R:3 method="wB97M-V/def2-TZVPD" smiles=CC#N.CCl homo_ev=-10.84 charge=0
C 1.723981 -1.439794 -1.509625 -0.93 -2.30 -1.72
C -1.518908 0.806987 0.471197 -1.21 0.73 -1.29
C -1.247192 1.547780 1.622656 0.75 -0.92 0.90
N -1.938925 0.190526 -0.381253 -0.26 -1.32 -1.75
Cl 1.859463 -2.263307 0.180263 -0.13 1.34 -2.42
H 2.602458 -1.331876 -2.142218 0.80 -0.25 1.11
H 1.050569 -1.981538 -2.250219 0.71 -0.62 1.55
H 1.189022 -0.547702 -1.623611 -0.50 1.87 1.51
H -0.386567 0.920154 1.916544 -0.08 1.26 1.51
H -2.153487 1.500819 2.182367 -0.35 -0.82 1.26
H -1.180413 2.597951 1.533898 1.19 1.04 -0.64

8
Properties=species:S:1:pos:R:3:forces:R:3 method="wB97M-V/def2-TZVPD" homo_ev=-10.49 charge=0
C 0.013366 0.752375 -0.668377 -0.33 0.28 -0.96
C 0.343527 -0.223180 0.576311 -0.88 2.80 -1.44
N -0.849409 -0.172209 -0.073603 -0.23 0.33 -0.13
N 1.122864 -0.597033 1.440924 0.54 -0.38 0.51
F 0.656025 0.344303 -1.798430 -0.21 0.07 0.19
F -0.540158 2.051084 -1.121933 1.23 -2.80 2.10
H -1.570351 -0.798184 -0.401377 0.00 -0.30 -0.15
H 0.824136 -1.357158 2.046485 -0.11 0.00 -0.13

28
Properties=species:S:1:pos:R:3:forces:R:3 method="wB97M-V/def2-TZVPD" homo_ev="-15.84 / -16.42" spin_multiplicity=5 charge=+2
Cr -0.838335 -0.013718 -0.274754 0.64 1.66 -1.81
O 0.690405 -2.351958 -1.520364 -3.02 5.00 1.82
C 0.091517 -1.428162 -1.094837 4.11 -7.77 -2.54
C -1.075734 1.684175 -1.161738 -2.65 9.30 -1.61
O -1.322511 2.789454 -1.499774 1.66 -6.47 1.50
C -1.872166 -0.366564 -1.855538 -6.24 -2.25 -7.67
O -2.496996 -0.551723 -2.848820 3.97 1.20 6.01
C 0.906405 0.715165 -0.366355 6.93 2.90 0.82
O 1.974433 1.171728 -0.428812 -4.38 -1.90 0.03
C 0.942542 0.173958 -4.367919 0.92 -4.32 2.05
H 1.846740 -0.053472 -3.811793 0.65 0.10 -0.88
H 0.284123 -0.689456 -4.425269 0.16 -0.08 -1.03
C 0.456009 1.345086 -4.349880 -2.37 3.96 1.77
H -0.619354 1.508251 -4.427874 0.19 0.12 -0.94
H 0.954443 2.162499 -3.832413 0.40 0.20 -0.79
C -0.933582 0.977098 3.358898 -0.78 0.70 0.85
N -0.124538 -0.147453 2.974397 1.14 -0.81 0.10
C 0.870194 -0.834923 3.672393 -0.78 1.09 0.49
C 1.393491 -1.748057 2.799177 -0.21 -0.34 -0.17
N 0.675148 -1.635698 1.630765 -0.31 -0.52 1.27
C -0.345662 -0.702074 1.723007 -0.09 0.13 1.91
S -2.153016 -0.472946 1.331108 -0.01 -2.13 0.27
H -0.734867 1.803251 2.672799 0.20 0.10 0.28
H -1.982862 0.703727 3.174065 0.45 0.32 0.79
H -0.791407 1.277413 4.401064 0.19 -0.18 -0.30
H 1.083089 -0.656034 4.763291 -0.18 -0.05 -1.56
H 2.166735 -2.521832 2.940406 -0.45 0.76 -0.19
H 0.955754 -2.137734 0.824768 -0.14 -0.71 -0.47

One value per record, in order, for electronic energy: -39975.9524; -43839.8829; -49647.4011; -17219.0820; -10518.6509; -60935.4900 eV.
One value per record, in order, for energy relative to the best compared isomer or geometry (same formula, charge and spin): 1.038; 0.000; 0.000; 1.010; 1.901; 0.846 eV.
One value per record, in order, for molar mass: 343.98; 295.21; 433.44; 91.54; 92.05; 306.26 g mol⁻¹.